No. 1
Here is C5H10O in the gas phase from OMol25. Energies are from wB97M-V/def2-TZVPD.

Summary:
SMILES ... C=CCOCC
Molar mass ... 86.134 u
Total charge ... 0
ΔE to the lowest compared entry with this formula, charge and spin ... 144.4 kJ/mol
Frontier orbital gap ... 10.69 eV

Structure (XYZ):
```
16
C5H10O | OMol25 | wB97M-V/def2-TZVPD
C 2.498 0.406 -0.637
C 1.458 -0.345 0.176
O 0.288 0.445 0.244
C -1.865 -0.515 0.462
C -2.862 0.225 0.936
C -0.840 0.026 -0.497
H 3.450 -0.134 -0.675
H 2.659 1.391 -0.184
H 2.128 0.560 -1.657
H 1.250 -1.336 -0.258
H 1.819 -0.517 1.200
H -1.654 -1.503 0.876
H -3.513 -0.127 1.733
H -3.019 1.239 0.563
H -0.563 -0.720 -1.257
H -1.235 0.903 -1.026
```

And the natural (NBO) charges, in e, turn out to be:
1 C -0.628
2 C -0.057
3 O -0.542
4 C -0.201
5 C -0.376
6 C -0.099
7 H 0.206
8 H 0.214
9 H 0.204
10 H 0.161
11 H 0.177
12 H 0.194
13 H 0.200
14 H 0.192
15 H 0.171
16 H 0.182

***

No. 2
Here is 2 unconnected molecules or ions with the total composition C12H21IN3O3S from OMol25. Energies are from wB97M-V/def2-TZVPD.

Summary:
Molar mass ... 414.289 u
Total charge ... +1
Frontier orbital gap ... 6.10 eV

Structure (XYZ):
```
41
C12H21IN3O3S | OMol25 | wB97M-V/def2-TZVPD
C 4.321 0.399 1.993
C 2.902 1.234 1.906
C 1.726 0.803 2.974
C 0.292 1.614 2.859
C 0.128 2.779 1.716
C -1.324 3.550 1.596
N -2.296 2.601 0.937
C -3.187 1.878 1.919
N -3.155 1.961 3.287
N -4.259 0.936 1.331
I -3.696 0.193 -0.508
C 1.335 3.233 0.674
C 2.784 2.420 0.771
H 4.177 -0.472 2.795
H 5.232 1.097 2.241
H 4.451 -0.128 0.935
H 1.802 -0.044 3.781
H -0.564 1.324 3.613
H -1.161 4.448 0.827
H -1.698 4.046 2.588
H -2.826 3.064 0.163
H -3.494 2.861 3.729
H -2.733 1.188 3.854
H -4.256 0.121 2.013
H 1.239 4.089 -0.129
H 3.645 2.701 0.030
O 1.732 -1.975 -3.629
S 0.849 -2.565 -2.648
O 1.232 -3.721 -1.865
O -0.596 -2.859 -3.344
C -0.634 -3.690 -4.499
C -0.399 -5.148 -4.147
C 0.317 -1.297 -1.525
H 0.087 -3.342 -5.246
H -1.632 -3.586 -4.939
H 0.611 -5.303 -3.758
H -0.518 -5.786 -5.027
H -1.098 -5.475 -3.370
H -0.010 -0.427 -2.096
H 1.170 -1.034 -0.896
H -0.492 -1.688 -0.906
```

And the natural (NBO) charges, in e, turn out to be:
1 C -0.671
2 C 0.022
3 C -0.224
4 C -0.240
5 C -0.079
6 C -0.291
7 N -0.559
8 C 0.740
9 N -0.894
10 N -0.740
11 I 0.412
12 C -0.210
13 C -0.216
14 H 0.235
15 H 0.251
16 H 0.242
17 H 0.255
18 H 0.204
19 H 0.247
20 H 0.233
21 H 0.443
22 H 0.460
23 H 0.456
24 H 0.417
25 H 0.248
26 H 0.260
27 O -0.916
28 S 2.347
29 O -0.917
30 O -0.721
31 C -0.080
32 C -0.643
33 C -0.882
34 H 0.198
35 H 0.196
36 H 0.230
37 H 0.223
38 H 0.215
39 H 0.245
40 H 0.260
41 H 0.243

***

No. 3
Here is a molecular structure, C17H19AsN5ORuS7 from OMol25. Energies are from wB97M-V/def2-TZVPD.

Summary:
Molar mass ... 709.834 u
Total charge ... -2
ΔE to the lowest compared entry with this formula, charge and spin ... 0.0 kJ/mol
Frontier orbital gap (spin up / spin down) ... 5.45 / 5.45 eV
2S+1 ... 2

Structure (XYZ):
```
51
C17H19AsN5ORuS7 | OMol25 | wB97M-V/def2-TZVPD
Ru 0.542 -0.177 -0.027
C -0.387 -3.002 3.169
C -0.132 -1.627 2.606
N -0.752 -1.275 1.491
N -1.719 -2.075 1.038
C -2.233 -1.844 -0.113
S -1.849 -0.592 -1.215
S -3.568 -2.936 -0.557
C -4.933 -1.725 -0.214
C -5.240 -1.750 1.238
C -4.541 -0.947 2.136
C -4.762 -1.064 3.495
C -5.688 -1.973 3.978
C -6.404 -2.760 3.090
C -6.179 -2.650 1.732
C 0.780 -0.730 3.235
C 1.496 -1.128 4.382
C 2.422 -0.318 4.991
C 2.703 0.945 4.462
C 2.036 1.382 3.348
C 1.030 0.602 2.714
O 0.379 1.103 1.732
H -1.002 -3.545 2.456
H -0.914 -2.942 4.122
H 0.544 -3.545 3.316
H -5.776 -2.044 -0.825
H -4.549 -0.767 -0.561
H -3.811 -0.241 1.766
H -4.206 -0.444 4.185
H -5.851 -2.076 5.042
H -7.136 -3.467 3.458
H -6.724 -3.277 1.039
H 1.323 -2.114 4.790
H 2.959 -0.668 5.864
H 3.463 1.567 4.921
H 2.259 2.345 2.905
S 3.915 -1.528 -2.661
As 3.398 -1.404 -0.585
S 1.505 -2.488 -0.246
S 2.892 0.673 -0.105
S 5.005 -2.170 0.535
N 0.925 -0.481 -2.644
N 0.810 0.561 -3.551
C 0.437 1.799 -3.200
N 0.375 2.688 -4.248
S -0.020 2.275 -1.679
H 1.881 -0.893 -2.709
H 0.238 -1.216 -2.828
H 1.195 0.420 -4.485
H 1.022 2.549 -5.011
H 0.236 3.642 -3.959
```

And the natural (NBO) charges, in e, turn out to be:
1 Ru 0.779
2 C -0.695
3 C 0.364
4 N -0.306
5 N -0.374
6 C -0.092
7 S -0.249
8 S 0.198
9 C -0.534
10 C -0.038
11 C -0.145
12 C -0.209
13 C -0.240
14 C -0.221
15 C -0.218
16 C -0.203
17 C -0.149
18 C -0.313
19 C -0.165
20 C -0.293
21 C 0.431
22 O -0.714
23 H 0.259
24 H 0.211
25 H 0.233
26 H 0.213
27 H 0.251
28 H 0.226
29 H 0.210
30 H 0.198
31 H 0.195
32 H 0.198
33 H 0.194
34 H 0.189
35 H 0.190
36 H 0.213
37 S -0.847
38 As 0.963
39 S -0.534
40 S -0.491
41 S -0.786
42 N -0.681
43 N -0.425
44 C 0.280
45 N -0.820
46 S -0.198
47 H 0.425
48 H 0.387
49 H 0.363
50 H 0.367
51 H 0.401

***

No. 4
Here is a molecular structure, C19H19ClN4OS from OMol25. Energies are from wB97M-V/def2-TZVPD.

Summary:
Molar mass ... 386.908 u
Total charge ... 0
ΔE to the lowest compared entry with this formula, charge and spin ... 2077.5 kJ/mol
Frontier orbital gap ... 7.74 eV

Structure (XYZ):
```
45
C19H19ClN4OS | OMol25 | wB97M-V/def2-TZVPD
C -2.889 3.789 1.117
N -2.669 3.096 -0.275
C -2.697 1.574 -0.112
C -2.084 1.010 -1.238
N -0.612 1.396 -1.293
N -0.091 0.978 -2.310
C 0.512 -0.155 -2.447
O 1.160 -0.506 -3.750
C 1.031 -1.026 -1.369
C 1.447 -0.459 -0.298
C 1.823 -1.404 1.006
N 1.593 -2.542 1.006
C 0.879 -2.970 -0.242
C 0.622 -4.619 -0.015
C 0.161 -5.120 -1.179
C -0.289 -4.472 -2.179
C -0.083 -3.054 -2.444
C 0.546 -2.413 -1.265
H -0.079 -2.743 -3.427
H -0.683 -5.091 -3.033
H -0.064 -6.181 -1.064
H 0.817 -5.106 1.090
C 2.277 -0.771 2.164
C 2.538 -1.368 3.420
C 3.382 -0.495 4.148
C 3.105 0.810 3.774
S 2.423 1.200 2.176
Cl 3.737 2.079 4.730
H 3.375 -0.721 5.339
H 2.433 -2.372 3.377
H 1.848 0.482 -0.260
H -0.183 1.514 -3.249
C -0.260 2.488 -0.660
C -1.429 3.675 -0.874
H -1.643 3.705 -1.906
H -1.006 4.339 -0.471
H 0.105 2.491 0.289
H 0.461 2.771 -1.017
H -2.225 -0.109 -1.073
H -2.469 1.289 -1.933
H -3.953 1.424 0.086
H -2.290 1.296 1.196
H -2.831 4.987 1.019
H -3.846 3.670 1.537
H -1.901 3.636 1.909
```

And the natural (NBO) charges, in e, turn out to be:
1 C -0.432
2 N -0.465
3 C -0.201
4 C -0.240
5 N -0.240
6 N -0.356
7 C 0.639
8 O -0.713
9 C -0.059
10 C -0.192
11 C 0.185
12 N -0.391
13 C 0.173
14 C -0.118
15 C -0.310
16 C -0.175
17 C -0.165
18 C -0.165
19 H 0.249
20 H 0.210
21 H 0.210
22 H 0.251
23 C -0.066
24 C -0.205
25 C -0.298
26 C -0.189
27 S 0.305
28 Cl 0.047
29 H 0.240
30 H 0.242
31 H 0.195
32 H 0.361
33 C -0.197
34 C -0.186
35 H 0.183
36 H 0.165
37 H 0.182
38 H 0.177
39 H 0.210
40 H 0.148
41 H 0.238
42 H 0.170
43 H 0.204
44 H 0.206
45 H 0.172

***

No. 5
Here is a molecular structure, C23H16BrFeN7O3S4 from OMol25. Energies are from wB97M-V/def2-TZVPD.

Summary:
Molar mass ... 702.444 u
Total charge ... -1
ΔE to the lowest compared entry with this formula, charge and spin ... 62.5 kJ/mol
Frontier orbital gap (spin up / spin down) ... 6.79 / 7.00 eV
2S+1 ... 2

Structure (XYZ):
```
55
C23H16BrFeN7O3S4 | OMol25 | wB97M-V/def2-TZVPD
Fe -0.041 0.109 0.158
S 1.140 1.960 -0.239
C 0.459 2.530 -1.735
C 1.100 3.557 -2.428
C 0.574 4.075 -3.603
C 1.269 5.126 -4.286
N 1.832 5.966 -4.835
C -0.630 3.560 -4.107
C -1.270 2.535 -3.423
C -0.741 2.004 -2.249
S -1.568 0.723 -1.408
C -1.207 4.070 -5.315
N -1.678 4.463 -6.288
H 2.030 3.954 -2.042
H -2.197 2.136 -3.814
O -1.407 -1.317 0.525
N -2.141 -1.198 1.622
C -2.887 -2.265 1.978
C -3.703 -2.225 3.074
C -3.750 -1.047 3.828
C -2.981 0.022 3.453
C -2.143 -0.041 2.325
S -1.144 1.236 1.799
H -2.768 -3.114 1.322
H -4.286 -3.096 3.335
H -4.384 -0.981 4.701
H -2.986 0.947 4.013
Br 3.503 -6.589 1.724
C 2.930 -4.913 2.402
C 3.077 -4.639 3.753
N 2.699 -3.485 4.293
C 2.166 -2.569 3.488
C 1.979 -2.764 2.125
C 2.370 -3.970 1.564
C 1.362 -1.703 1.257
O 1.092 -1.967 0.074
O 1.131 -0.569 1.763
H 3.514 -5.376 4.417
H 1.866 -1.628 3.932
H 2.226 -4.138 0.504
C 5.281 -1.006 -1.154
C 4.684 -1.943 -2.197
C 3.222 -1.688 -2.401
N 2.648 -0.570 -2.152
N 1.297 -0.576 -2.378
C 0.874 -1.718 -2.820
N -0.433 -1.964 -3.149
S 2.127 -2.906 -2.999
H 6.342 -1.219 -1.015
H 4.769 -1.122 -0.199
H 5.164 0.032 -1.458
H 4.823 -2.985 -1.897
H 5.204 -1.826 -3.153
H -1.041 -1.227 -2.787
H -0.758 -2.892 -2.931
```

And the natural (NBO) charges, in e, turn out to be:
1 Fe 0.894
2 S -0.086
3 C -0.195
4 C -0.161
5 C -0.172
6 C 0.296
7 N -0.339
8 C -0.166
9 C -0.206
10 C -0.063
11 S -0.159
12 C 0.307
13 N -0.346
14 H 0.228
15 H 0.225
16 O -0.591
17 N 0.009
18 C 0.041
19 C -0.285
20 C -0.180
21 C -0.230
22 C 0.017
23 S 0.027
24 H 0.231
25 H 0.223
26 H 0.216
27 H 0.231
28 Br 0.040
29 C -0.137
30 C 0.007
31 N -0.411
32 C 0.062
33 C -0.163
34 C -0.161
35 C 0.746
36 O -0.708
37 O -0.708
38 H 0.196
39 H 0.220
40 H 0.254
41 C -0.596
42 C -0.439
43 C 0.051
44 N -0.247
45 N -0.357
46 C 0.252
47 N -0.823
48 S 0.290
49 H 0.198
50 H 0.217
51 H 0.228
52 H 0.209
53 H 0.214
54 H 0.419
55 H 0.381

***

No. 6
Here is a gas-phase ion, C5H10BrN2O2 (charge +1) from OMol25. Energies are from wB97M-V/def2-TZVPD.

Summary:
Molar mass ... 210.051 u
Total charge ... +1
ΔE to the lowest compared entry with this formula, charge and spin ... 284.4 kJ/mol
Frontier orbital gap ... 6.66 eV

Structure (XYZ):
```
20
C5H10BrN2O2 | OMol25 | wB97M-V/def2-TZVPD
C -0.140 0.418 0.008
C -1.313 -0.581 -0.170
C -0.239 0.946 1.461
C -0.275 1.578 -0.989
C -1.134 -1.997 -0.405
N 1.247 -0.089 -0.151
N 2.316 0.659 -0.394
O 3.386 0.109 -0.281
O 1.464 -1.384 0.310
Br -3.006 0.105 -0.041
H -0.109 0.135 2.173
H -1.193 1.430 1.640
H 0.545 1.683 1.619
H -0.234 1.214 -2.013
H 0.551 2.270 -0.839
H -1.203 2.119 -0.838
H -0.515 -2.164 -1.298
H -2.075 -2.532 -0.493
H -0.520 -2.440 0.391
H 2.449 -1.479 0.310
```

And the natural (NBO) charges, in e, turn out to be:
1 C -0.025
2 C 0.370
3 C -0.599
4 C -0.610
5 C -0.795
6 N 0.019
7 N 0.231
8 O -0.366
9 O -0.577
10 Br 0.412
11 H 0.239
12 H 0.230
13 H 0.261
14 H 0.239
15 H 0.275
16 H 0.234
17 H 0.327
18 H 0.269
19 H 0.346
20 H 0.520